{"formula": "C28H60As3F30N3O11", "method": "the ωB97M-V functional and the def2-TZVPD basis", "total_charge": -4, "orbital_gap_ev": 2.452, "homo_ev": 0.4, "lumo_ha": 0.106, "symbols": ["C", "C", "C", "O", "C", "N", "H", "H", "H", "H", "H", "H", "H", "H", "H", "H", "H", "H", "C", "C", "C", "O", "C", "N", "H", "H", "H", "H", "H", "H", "H", "H", "H", "H", "H", "H", "C", "C", "C", "O", "C", "N", "H", "H", "H", "H", "H", "H", "H", "H", "H", "H", "H", "H", "As", "F", "F", "F", "F", "F", "F", "As", "F", "F", "F", "F", "F", "F", "As", "F", "F", "F", "F", "F", "F", "C", "O", "O", "C", "F", "F", "F", "C", "C", "H", "H", "H", "H", "H", "H", "C", "O", "O", "C", "F", "F", "F", "C", "C", "H", "H", "H", "H", "H", "H", "C", "O", "O", "C", "F", "F", "F", "C", "C", "H", "H", "H", "H", "H", "H", "C", "O", "O", "C", "F", "F", "F", "C", "C", "H", "H", "H", "H", "H", "H"], "positions_angstrom": [[9.24, -0.52, 14.57], [10.38, -1.35, 13.98], [10.13, -2.85, 13.94], [8.99, -3.17, 13.15], [8.45, -4.48, 13.34], [10.59, -0.93, 12.55], [9.76, -1.07, 11.98], [10.79, 0.09, 12.45], [11.42, -1.42, 12.16], [8.36, -0.54, 13.91], [9.53, 0.52, 14.44], [8.96, -0.80, 15.58], [11.25, -1.12, 14.60], [10.00, -3.13, 15.00], [10.92, -3.55, 13.65], [8.06, -4.54, 14.36], [9.20, -5.27, 13.22], [7.69, -4.62, 12.58], [11.40, 5.53, 16.94], [10.62, 4.22, 16.83], [11.41, 3.02, 17.40], [10.47, 1.98, 17.29], [10.79, 0.82, 18.04], [9.38, 4.46, 17.65], [8.79, 3.62, 17.66], [9.53, 4.64, 18.66], [8.65, 5.14, 17.46], [12.27, 5.26, 16.33], [11.73, 5.78, 17.94], [10.89, 6.43, 16.58], [10.34, 4.12, 15.79], [11.70, 3.20, 18.44], [12.34, 2.86, 16.84], [10.89, 1.07, 19.10], [11.65, 0.22, 17.71], [9.93, 0.15, 18.10], [8.07, 10.98, 14.05], [9.28, 11.01, 13.15], [9.85, 9.65, 12.73], [10.42, 9.05, 13.82], [10.64, 7.64, 13.74], [9.00, 11.83, 11.93], [9.87, 11.91, 11.39], [8.29, 11.46, 11.30], [8.66, 12.75, 12.23], [7.16, 10.58, 13.60], [7.85, 12.00, 14.39], [8.21, 10.34, 14.92], [10.13, 11.47, 13.66], [10.51, 9.71, 11.85], [8.98, 9.05, 12.40], [11.50, 7.41, 13.11], [9.76, 7.07, 13.46], [10.98, 7.40, 14.75], [12.05, 5.16, 21.40], [13.49, 5.31, 22.41], [11.09, 5.03, 22.87], [10.55, 5.08, 20.44], [12.88, 5.42, 19.91], [12.38, 3.44, 21.34], [11.88, 6.93, 21.45], [5.84, 1.71, 18.54], [4.63, 2.97, 18.22], [6.44, 2.65, 19.91], [6.96, 0.40, 18.83], [5.22, 0.80, 17.17], [7.02, 2.56, 17.57], [4.65, 1.05, 19.72], [6.72, 6.67, 15.07], [6.17, 6.52, 16.73], [6.86, 4.93, 15.08], [7.29, 6.89, 13.40], [6.72, 8.47, 15.21], [8.35, 6.70, 15.81], [5.02, 6.80, 14.55], [15.56, 8.58, 16.05], [15.00, 8.85, 17.35], [16.88, 8.48, 16.24], [14.84, 7.46, 15.21], [13.64, 7.93, 14.77], [15.55, 7.13, 14.10], [14.62, 6.27, 15.81], [13.60, 8.98, 17.47], [13.04, 8.83, 18.93], [12.00, 9.18, 18.86], [12.89, 7.77, 19.15], [13.66, 9.35, 19.64], [12.98, 8.37, 16.81], [13.35, 9.98, 17.09], [15.27, 9.49, 15.47], [11.91, -6.53, 16.96], [11.23, -5.93, 18.14], [12.58, -7.56, 17.42], [10.96, -6.73, 15.73], [9.70, -7.12, 16.06], [10.86, -5.61, 14.98], [11.50, -7.69, 14.95], [10.54, -4.73, 17.99], [9.96, -4.35, 19.35], [10.07, -3.29, 19.52], [8.92, -4.67, 19.42], [10.43, -4.94, 20.14], [9.77, -4.65, 17.20], [11.30, -3.97, 17.74], [12.62, -5.74, 16.61], [14.14, -2.04, 13.48], [14.84, -0.78, 13.78], [13.49, -1.94, 12.34], [15.28, -3.11, 13.56], [16.49, -2.87, 13.02], [15.51, -3.41, 14.87], [14.92, -4.30, 12.98], [14.09, 0.17, 14.49], [15.18, 1.03, 15.15], [15.75, 1.58, 14.40], [14.82, 1.82, 15.81], [15.91, 0.38, 15.63], [13.39, -0.28, 15.20], [13.53, 0.97, 14.00], [13.49, -2.20, 14.36], [11.04, 3.05, 12.15], [10.33, 3.81, 11.20], [11.34, 1.88, 11.54], [12.20, 3.85, 12.90], [12.08, 5.20, 12.81], [12.24, 3.51, 14.20], [13.37, 3.56, 12.33], [9.40, 4.76, 11.67], [8.83, 5.47, 10.45], [8.28, 4.78, 9.81], [8.24, 6.38, 10.52], [9.69, 5.77, 9.84], [9.76, 5.44, 12.45], [8.49, 4.35, 12.14], [10.33, 2.80, 12.97]]}